22
Properties=species:S:1:pos:R:3:forces:R:3:nbo_charge:R:1 method="wB97M-V/def2-TZVPD" smiles="CC(C)(C)/C=N/C(O)O" mol_weight_g_mol=131.18 gap_ha=0.377
C 2.383 -0.269 0.591 -0.27 0.24 -0.10 -0.599
C 1.036 -0.417 -0.108 0.25 -0.33 -0.15 -0.123
C 1.203 -0.607 -1.612 -0.05 0.12 0.20 -0.605
C 0.284 -1.629 0.491 0.40 -0.14 -0.14 -0.592
C 0.036 0.648 0.235 -0.36 0.07 0.23 0.181
N -1.008 0.723 -0.467 0.05 -0.16 -0.45 -0.473
C -2.270 1.053 0.089 -0.47 -0.51 0.50 0.484
O -3.057 1.647 -0.886 -0.15 0.41 -0.39 -0.708
O -2.278 1.776 1.287 0.23 0.77 0.14 -0.730
H 2.925 0.595 0.211 0.10 0.10 -0.02 0.210
H 2.252 -0.149 1.664 0.03 0.01 0.16 0.206
H 2.985 -1.155 0.415 0.11 -0.10 0.00 0.213
H 0.236 -0.509 -2.095 -0.05 -0.06 -0.12 0.240
H 1.872 0.148 -2.019 0.08 0.08 -0.09 0.207
H 1.616 -1.589 -1.825 0.10 -0.11 -0.04 0.205
H -0.010 -1.434 1.520 -0.05 -0.02 0.19 0.207
H 0.921 -2.509 0.481 0.12 -0.15 0.01 0.211
H -0.609 -1.830 -0.091 -0.14 -0.04 -0.07 0.219
H 0.121 1.088 1.238 -0.13 -0.02 0.03 0.164
H -2.694 0.071 0.371 0.02 0.27 0.01 0.133
H -3.978 1.667 -0.590 0.36 -0.04 0.07 0.478
H -1.965 2.681 1.099 -0.17 -0.40 0.03 0.471

***

22
Properties=species:S:1:pos:R:3:forces:R:3:nbo_charge:R:1 method="wB97M-V/def2-TZVPD" mol_weight_g_mol=131.18 gap_ha=0.283
C 0.000 0.389 1.341 -0.90 1.69 -0.31 -0.385
C -0.643 -2.106 -0.299 -0.11 0.27 0.44 -0.678
C 0.400 -1.036 -0.413 1.08 -0.33 -3.20 0.352
N 1.290 0.728 1.840 0.22 -0.26 -0.07 -0.836
C 1.738 -1.292 -0.491 -1.15 0.48 0.96 -0.588
H 1.971 0.025 1.560 -0.05 0.14 0.04 0.354
H 1.608 1.620 1.475 -0.09 -0.03 -0.07 0.370
H -0.380 -0.524 1.799 0.17 -0.36 -0.45 0.194
H -0.723 1.120 1.715 0.06 0.21 0.15 0.183
H -0.798 -2.595 -1.262 0.07 0.12 -0.01 0.231
H -1.599 -1.701 0.034 0.03 -0.01 0.04 0.222
H -0.312 -2.856 0.419 -0.03 0.02 0.04 0.232
H 2.446 -0.496 -0.687 -0.01 -0.02 -0.38 0.216
H 2.128 -2.203 -0.063 0.00 -0.04 0.15 0.219
C -1.765 1.735 -0.580 -0.10 -0.43 -0.53 -0.719
C -0.305 1.428 -0.489 0.49 -0.65 2.46 0.713
O -0.055 -0.020 -1.449 0.51 -0.97 0.61 -0.654
O 0.624 2.167 -0.626 0.03 0.06 -0.24 -0.641
H 0.740 0.183 -1.983 -0.32 -0.06 0.21 0.513
H -2.349 0.823 -0.488 -0.03 0.03 0.10 0.228
H -2.043 2.434 0.205 0.13 0.02 0.00 0.245
H -1.973 2.176 -1.558 0.00 0.10 0.06 0.232

***

22
Properties=species:S:1:pos:R:3:forces:R:3:nbo_charge:R:1 method="wB97M-V/def2-TZVPD" mol_weight_g_mol=131.17 gap_ha=0.354
C -0.347 -1.085 0.184 -1.12 0.27 -0.19 -0.150
C -1.797 -0.379 0.250 0.65 -4.84 -0.11 0.784
C 0.729 -0.152 0.722 -1.54 0.74 -2.64 -0.218
C 2.098 -0.777 0.571 1.18 3.48 -0.27 -0.638
C 0.645 1.099 -0.290 0.86 -1.03 0.37 -0.440
C -0.424 2.067 -0.685 -2.02 2.68 3.41 -0.624
H -0.116 -2.932 -0.961 -0.29 5.53 -1.38 0.373
H -0.790 -1.308 -1.985 2.13 -1.50 3.42 0.410
H -0.276 -1.970 0.820 -1.06 0.28 0.59 0.210
H 0.512 0.006 1.763 -0.13 0.69 0.29 0.220
H 2.700 0.198 0.408 -0.03 -1.63 0.77 0.211
H 2.418 -1.242 1.510 0.17 -0.43 -0.73 0.220
H 2.241 -1.217 -0.414 -0.17 -0.92 0.48 0.243
H 0.876 0.645 -1.268 0.85 0.06 0.45 0.215
H 1.370 1.806 0.028 1.55 0.01 0.11 0.204
H -1.220 2.390 0.128 2.20 -0.05 -0.33 0.196
H -1.228 1.741 -1.243 -0.93 -1.04 -2.72 0.209
H 0.088 3.019 -1.034 -1.09 -1.29 0.02 0.227
H -2.786 0.336 1.641 -3.27 0.78 0.63 0.489
N -0.085 -1.637 -1.126 -1.40 -4.01 -2.56 -0.882
O -2.699 -0.759 -0.489 1.12 2.04 1.15 -0.589
O -1.909 0.149 1.470 2.33 0.18 -0.77 -0.669

***

23
Properties=species:S:1:pos:R:3:forces:R:3:nbo_charge:R:1 method="wB97M-V/def2-TZVPD" mol_weight_g_mol=163.24 gap_ha=0.339
C 0.971 -2.335 -0.325 0.80 2.22 -0.08 -0.424
C 0.533 -1.518 0.690 1.39 -1.54 -5.35 -0.051
C -0.566 1.942 -0.749 0.00 -0.45 0.22 -0.657
C -1.944 -0.205 -0.556 -3.07 1.38 -2.01 -0.658
C -0.130 0.417 1.780 -0.40 2.02 -0.20 -0.440
C -0.626 0.370 -0.820 1.99 1.87 4.36 0.036
N 0.382 -0.158 0.542 -2.24 1.64 -1.95 -0.494
O 3.186 -0.394 0.339 0.59 -0.88 1.12 -0.911
O 2.220 0.517 -1.644 -0.64 0.30 1.49 -0.948
S 2.315 0.613 -0.170 0.76 1.00 -2.17 1.662
H 1.227 -3.358 -0.131 -0.13 -0.28 0.23 0.208
H 1.435 -1.912 -1.294 -1.45 -0.63 1.45 0.227
H 0.547 -1.879 1.629 -0.56 -1.23 3.16 0.192
H -1.172 2.247 -1.616 0.66 0.24 -0.04 0.231
H -1.106 2.427 0.116 0.64 -0.90 -0.65 0.213
H 0.515 2.300 -0.779 -1.72 -0.29 -0.25 0.239
H -2.355 0.076 0.424 0.18 -0.12 -0.42 0.215
H -2.024 -1.245 -0.719 0.25 -1.29 0.15 0.240
H -2.744 0.210 -1.339 1.72 -0.53 1.52 0.231
H 0.573 0.061 2.543 -0.97 -0.15 0.40 0.224
H 0.001 1.561 1.804 -0.22 -1.69 -0.27 0.216
H -1.270 0.202 1.850 2.21 0.12 0.71 0.204
H 0.031 0.062 -1.576 0.21 -0.81 -1.44 0.246

***

23
Properties=species:S:1:pos:R:3:forces:R:3:nbo_charge:R:1 method="wB97M-V/def2-TZVPD" smiles="CN[C@](C)(O)C(C)=O.C=O" mol_weight_g_mol=147.17 gap_ha=0.337
C -1.740 -0.916 1.533 0.16 0.12 0.11 -0.415
N -1.327 -0.774 0.148 0.04 0.00 -0.14 -0.637
C -0.668 0.454 -0.252 -0.34 -0.31 0.38 0.284
C -1.391 1.690 0.297 0.15 -0.26 -0.23 -0.630
O -0.714 0.541 -1.658 0.11 0.27 -0.26 -0.714
C 0.810 0.504 0.214 -0.02 0.02 -0.17 0.601
C 1.700 1.422 -0.573 0.09 -0.14 0.22 -0.733
O 1.215 -0.184 1.125 0.00 0.09 -0.13 -0.579
H -2.548 -0.219 1.745 -0.10 -0.03 0.10 0.189
H -2.118 -1.927 1.662 -0.09 -0.02 0.07 0.202
H -0.928 -0.751 2.251 -0.09 -0.03 0.03 0.186
H -0.741 -1.558 -0.114 0.01 0.05 0.01 0.366
H -1.135 1.858 1.342 -0.07 0.06 0.03 0.216
H -1.105 2.555 -0.302 0.00 -0.04 0.11 0.227
H -2.465 1.537 0.195 0.02 0.04 0.00 0.233
H -0.487 -0.321 -2.027 0.01 -0.01 0.05 0.489
H 1.867 0.976 -1.548 -0.01 -0.06 -0.22 0.253
H 2.648 1.553 -0.070 0.21 0.04 0.18 0.226
H 1.217 2.375 -0.737 -0.11 0.26 -0.11 0.235
C 1.975 -2.203 -0.804 0.81 -0.34 0.57 0.319
O 1.137 -1.864 -1.581 -0.63 0.20 -0.58 -0.549
H 3.008 -1.819 -0.846 0.02 0.11 -0.08 0.114
H 1.789 -2.930 0.000 -0.17 -0.04 0.05 0.118

***

23
Properties=species:S:1:pos:R:3:forces:R:3:nbo_charge:R:1 method="wB97M-V/def2-TZVPD" smiles="C[C@@H](CO)N1CCC1=O.O" mol_weight_g_mol=147.17 gap_ha=0.356
C 0.114 0.389 -2.276 0.13 0.28 -0.01 -0.627
C -0.284 -0.473 -1.082 -0.66 -0.37 0.11 -0.078
C 0.545 -1.760 -1.006 -0.56 -0.22 -0.14 -0.058
O 1.927 -1.520 -0.869 0.36 0.06 0.43 -0.721
N -0.219 0.227 0.191 -0.99 1.03 2.06 -0.548
C 0.755 1.271 0.527 0.20 -0.08 0.44 -0.205
C -0.169 1.835 1.628 0.43 -0.36 0.71 -0.523
C -1.233 0.824 1.232 -1.65 0.31 -4.28 0.776
O -2.447 0.779 1.190 2.55 -0.04 0.54 -0.564
H -0.035 -0.166 -3.212 0.05 0.12 0.26 0.221
H -0.492 1.304 -2.316 0.11 -0.23 0.00 0.216
H 1.172 0.679 -2.211 -0.27 -0.13 -0.07 0.220
H -1.333 -0.788 -1.212 0.16 0.07 0.06 0.215
H 0.172 -2.372 -0.168 0.04 0.07 -0.19 0.160
H 0.391 -2.339 -1.929 0.15 0.13 0.19 0.178
H 2.140 -1.459 0.075 -0.09 0.01 -0.44 0.471
H 1.700 0.837 0.883 -0.07 0.40 -0.07 0.181
H 0.958 2.021 -0.249 -0.10 -0.34 -0.01 0.193
H 0.201 1.696 2.651 -0.13 0.18 -0.23 0.244
H -0.493 2.869 1.456 -0.07 -0.38 0.18 0.241
O -1.054 -1.092 2.589 3.13 -0.67 -3.11 -0.968
H -0.450 -1.161 1.618 -2.81 0.14 3.94 0.494
H -1.866 -1.600 2.490 0.09 0.01 -0.37 0.480

***

The records above yield largest force on an atom values of 0.858 3.392 5.703 5.734 1.045 4.841 eV/Å, respectively.
The records above yield HOMO energy values of -9.521 -7.107 -9.100 -8.640 -8.671 -9.075 eV, respectively.